Formula: C3H7NOS
Source: OMol25
Level of theory: wB97M-V/def2-TZVPD

```
13
Properties=species:S:1:pos:R:3
C -0.840 -0.219 -1.257
C 0.585 -0.120 -0.631
S 1.317 -1.758 -0.329
C 0.653 0.812 0.713
N -0.380 0.712 1.590
O 1.643 1.505 0.827
H -1.557 -0.702 -0.631
H -1.279 0.750 -1.549
H -0.701 -0.834 -2.168
H 1.286 0.371 -1.305
H 0.801 -1.951 0.914
H -0.348 1.330 2.413
H -1.179 0.104 1.412
```

Values from the calculation:
- HOMO level (eV) = -9.145
- energy relative to the best compared isomer or geometry (same formula, charge and spin) (kJ/mol) = 34.4
- SMILES string = C[C@H](S)C(N)=O
- E_tot (Eh) = -646.69886
- HOMO-LUMO gap (eV) = 9.818

Atom charges from the Löwdin analysis, given in e for atoms 1 to 4: number 1, C, carries -0.1405; number 2, C, carries -0.6178; number 3, S, carries 0.7365; number 4, C, carries -0.5597